Entry 1:
{
  "formula": "C4H3ClN2S",
  "method": "the ωB97M-V functional and the def2-TZVPD basis",
  "e_tot_ha": -1122.04493,
  "orbital_gap_ha": 0.3005,
  "homo_energy_ev": -9.265,
  "smiles": "S/C=C1\\C=C(Cl)N=N1",
  "species": ["C", "C", "C", "C", "H", "H", "H", "N", "N", "S", "Cl"],
  "positions_angstrom": [[-2.0116, 0.6393, 0.0072], [-0.6752, 0.5194, 0.0720], [0.2422, -0.6203, 0.0913], [1.4406, -0.0271, 0.0007], [-2.2253, -1.6545, -0.1427], [-2.4775, 1.6545, -0.0618], [-0.0101, -1.6913, 0.0371], [1.3349, 1.3961, -0.0351], [0.1191, 1.7252, -0.0042], [-3.1584, -0.6761, -0.0188], [3.0055, -0.7299, -0.0167]],
  "forces_ev_per_a": [[-0.724, 0.326, -0.057], [0.596, 0.339, -0.249], [-0.796, -0.074, -0.428], [0.323, 0.185, 0.255], [-0.418, 0.265, 0.106], [0.596, -1.002, 0.159], [0.335, 0.846, 0.252], [0.093, -0.222, -0.049], [-0.304, -0.920, 0.167], [0.623, 0.123, -0.096], [-0.323, 0.135, -0.060]]
}

Entry 2:
{
  "formula": "C4H3ClN2S",
  "method": "the ωB97M-V functional and the def2-TZVPD basis",
  "e_tot_ha": -1121.95210,
  "orbital_gap_ha": 0.3042,
  "homo_energy_ev": -9.000,
  "smiles": "N#C/C=C(Cl)\\C=N/S",
  "species": ["C", "C", "C", "C", "H", "H", "H", "N", "N", "S", "Cl"],
  "positions_angstrom": [[0.0046, 1.1529, 0.1575], [-1.0137, 0.1508, 0.7030], [-0.7248, -1.1226, 1.1574], [0.5464, -1.5806, 0.4384], [1.7852, 0.9431, -2.6441], [0.0186, 1.9184, 0.9493], [-1.2736, -1.9450, 1.5722], [0.8695, 1.3405, -0.8759], [1.4287, -2.1675, -0.3379], [0.7343, 0.2719, -2.1677], [-2.3751, 1.0381, 1.0479]],
  "forces_ev_per_a": [[2.857, 0.612, -1.580], [2.004, -1.693, 0.074], [2.703, 1.469, -3.691], [6.038, -5.487, -5.719], [0.029, -0.481, -0.915], [0.489, 0.093, -0.639], [-0.600, 0.359, 0.429], [-4.356, -1.300, 4.142], [-7.970, 5.514, 7.454], [0.754, 0.595, -0.181], [-1.947, 0.318, 0.625]]
}

Entry 3:
{
  "formula": "C4H3CsO2",
  "method": "the ωB97M-V functional and the def2-TZVPD basis",
  "e_tot_ha": -324.49927,
  "orbital_gap_ha": [0.2726, 0.2888],
  "homo_energy_ev": [-11.102, -11.960],
  "total_charge": 1,
  "multiplicity": 2,
  "species": ["C", "C", "C", "C", "H", "H", "O", "H", "O", "Cs"],
  "positions_angstrom": [[0.2301, 0.4953, 2.3252], [0.3106, 0.3374, 1.1104], [0.4292, 0.0349, -0.2295], [-0.6423, -0.4906, -1.0102], [1.0825, 0.6246, -0.9562], [-1.2866, -1.2492, -0.5305], [0.2462, 0.5937, 3.6013], [-0.3186, 1.3118, 3.9297], [-0.5459, -0.3602, -2.2505], [0.4950, -1.2977, -5.9897]],
  "forces_ev_per_a": [[0.146, -0.196, -2.071], [0.309, -0.351, 1.497], [-0.018, 2.478, -1.108], [1.512, -1.605, -1.568], [-0.232, -0.851, 1.525], [-0.598, 0.624, -0.231], [-0.084, 0.223, 0.754], [0.031, -0.119, -0.017], [-0.975, -0.278, 0.956], [-0.093, 0.076, 0.262]]
}

Entry 4:
{
  "formula": "C4H3CuO2",
  "method": "the ωB97M-V functional and the def2-TZVPD basis",
  "e_tot_ha": -1944.27590,
  "orbital_gap_ha": 0.2892,
  "homo_energy_ev": -17.431,
  "total_charge": 2,
  "species": ["H", "O", "C", "C", "C", "C", "O", "Cu", "H", "H"],
  "positions_angstrom": [[2.0635, 1.2342, -0.7760], [-0.6925, -2.8515, -0.4487], [-0.8835, -1.7277, -0.0273], [-1.3502, -0.5473, 0.2652], [-0.6226, 0.6507, 0.0551], [0.2518, 1.4390, -0.2273], [1.4437, 1.9202, -0.3991], [2.5963, 4.0038, 0.4956], [-0.5193, -3.5556, 0.2193], [-2.2873, -0.5659, 0.8432]],
  "forces_ev_per_a": [[-0.898, 0.771, 0.345], [-0.464, -0.477, -0.245], [-1.082, 0.859, 0.574], [0.176, -0.075, 0.117], [1.284, 0.785, -0.563], [-1.008, -2.423, 0.849], [1.600, 0.932, -0.528], [-0.203, -0.188, -0.134], [0.650, -0.050, 0.010], [-0.056, -0.134, -0.425]]
}

Entry 5:
{
  "formula": "C4H3F",
  "method": "the ωB97M-V functional and the def2-TZVPD basis",
  "e_tot_ha": -253.82948,
  "orbital_gap_ha": [0.2997, 0.3169],
  "homo_energy_ev": [-7.731, -8.022],
  "species": ["C", "C", "C", "C", "F", "H", "H", "H"],
  "positions_angstrom": [[0.2869, -0.6563, -0.5665], [-0.7313, 0.3851, -0.2051], [-0.3200, -0.6973, 0.7949], [0.7008, 0.7280, -0.3304], [1.6154, 1.4187, 0.1982], [0.2430, -1.3546, -1.4117], [-1.7160, 0.8673, -0.2865], [-0.0788, -0.6910, 1.8070]],
  "forces_ev_per_a": [[0.066, -1.387, -0.276], [-0.019, 0.903, 2.808], [-0.676, 1.509, -3.598], [-3.765, -2.162, -1.617], [2.135, 1.159, 1.768], [0.410, 0.419, 0.491], [0.707, -0.627, -0.946], [1.141, 0.186, 1.370]]
}

Entry 6:
{
  "formula": "C4H3F13FeN3O19S7",
  "method": "the ωB97M-V functional and the def2-TZVPD basis",
  "e_tot_ha": -7097.21384,
  "orbital_gap_ha": [0.2701, 0.2388],
  "homo_energy_ev": [-4.388, -4.321],
  "total_charge": -2,
  "multiplicity": 6,
  "species": ["Fe", "C", "F", "F", "F", "S", "O", "O", "O", "C", "F", "F", "F", "S", "O", "O", "O", "C", "F", "F", "F", "S", "O", "O", "O", "N", "S", "O", "O", "F", "S", "O", "O", "F", "N", "S", "O", "O", "F", "S", "O", "O", "F", "C", "N", "O", "O", "H", "H", "H"],
  "positions_angstrom": [[-0.0454, -0.1831, -0.1155], [-0.7776, 1.3955, 4.1473], [-1.2769, 0.1706, 4.4384], [-1.8113, 2.1843, 3.7473], [-0.2265, 1.9388, 5.2400], [0.5966, 1.3420, 2.8471], [1.1572, 2.6822, 2.6344], [1.5476, 0.4228, 3.3591], [-0.0028, 0.7673, 1.5788], [-1.2155, 3.9013, -1.5000], [-1.7228, 4.2324, -0.3092], [-2.0449, 3.0574, -2.2190], [-0.9382, 5.0601, -2.1187], [0.5485, 2.9849, -1.2344], [1.3339, 3.6759, -0.1322], [0.1317, 1.6732, -0.8216], [1.2665, 2.9973, -2.4963], [4.2643, -0.7571, 1.2151], [5.4209, -0.2267, 1.5525], [4.4149, -1.8198, 0.5172], [3.5282, -1.0629, 2.2289], [3.3243, 0.6010, 0.1445], [1.9599, 0.0271, -0.1319], [3.2360, 1.8310, 0.9483], [4.1523, 0.7779, -1.0861], [0.2241, -1.9542, 0.5061], [-0.1875, -2.8577, 1.7208], [0.8097, -2.9251, 2.7050], [-1.0646, -3.9719, 1.3457], [-1.3157, -1.9829, 2.4532], [1.1019, -3.3785, -0.1581], [0.3153, -4.4594, -0.7097], [2.4280, -3.7587, 0.3833], [1.6882, -2.5563, -1.4254], [-1.9278, -0.2095, -0.2781], [-3.0448, -1.5094, -0.8594], [-3.6312, -1.1939, -2.1340], [-3.8446, -2.1984, 0.1306], [-1.9255, -2.5505, -1.1286], [-3.2126, 0.5142, 0.4270], [-3.5172, -0.0319, 1.7287], [-4.2676, 1.1300, -0.3699], [-2.3721, 1.7835, 0.7841], [-1.0144, -0.7742, -4.3183], [0.1961, -0.7797, -3.4012], [0.1542, -0.5571, -2.1505], [1.3152, -1.0107, -3.9388], [-1.2788, -1.8280, -4.4059], [-0.6364, -0.5230, -5.3093], [-1.8129, -0.0899, -4.0314]],
  "forces_ev_per_a": [[3.594, 3.680, 0.825], [-0.525, 0.085, -0.989], [0.567, 1.113, -0.137], [0.764, -0.611, 0.418], [-0.387, -0.330, -0.121], [2.624, 2.057, -2.155], [-2.557, -1.781, 0.945], [-0.017, -1.175, 1.262], [-1.175, 0.036, 1.361], [2.545, -1.208, 0.681], [-0.479, -0.563, -0.796], [0.685, 1.790, 0.914], [-0.859, -0.598, -0.581], [3.932, 3.981, 2.306], [-3.325, -1.210, -3.190], [-1.873, -1.595, -0.193], [-1.427, 0.020, -0.063], [-2.260, 3.038, -1.779], [0.797, -0.041, 0.551], [1.060, -1.985, -1.575], [-0.446, -0.125, 1.904], [1.262, 2.992, -0.953], [1.319, -0.826, 0.080], [0.382, -2.603, -0.688], [-1.535, -1.270, 2.161], [1.831, -4.922, -1.003], [-6.779, -0.449, 4.529], [1.116, -0.828, 0.414], [2.316, 1.212, 0.657], [0.807, 0.652, -0.799], [5.528, -0.760, -4.403], [0.503, 1.939, 0.392], [-3.701, 0.985, 0.430], [-1.367, -0.365, 0.584], [-6.820, -2.889, -1.474], [0.609, -2.388, -0.602], [0.781, 0.109, 0.891], [0.871, 1.629, -1.119], [0.460, -0.032, -0.661], [-0.127, 5.169, 4.001], [-0.087, 0.108, -1.739], [1.357, -2.226, 0.232], [0.142, 0.473, 0.074], [0.754, -0.283, -0.198], [4.074, 0.290, 1.276], [-1.104, -0.912, -4.214], [-3.857, 0.578, 1.221], [-0.460, 0.127, 0.463], [0.229, 0.271, 0.297], [0.257, -0.359, 0.568]]
}

Entry 7:
{
  "formula": "C4H3F2NO",
  "method": "the ωB97M-V functional and the def2-TZVPD basis",
  "e_tot_ha": -483.88745,
  "orbital_gap_ha": 0.4539,
  "homo_energy_ev": -11.581,
  "smiles": "N#C[C@]1(C(F)F)CO1",
  "species": ["C", "C", "C", "C", "H", "H", "H", "N", "O", "F", "F"],
  "positions_angstrom": [[-0.3316, -0.3956, 1.2021], [-0.0795, 0.2308, -0.1635], [0.3293, -0.5788, -1.2940], [0.2707, 1.6543, -0.0497], [-1.2086, 0.0713, 1.7056], [0.8913, -0.1265, -2.1310], [0.3771, -1.6515, -1.1118], [0.5907, 2.7757, -0.0119], [-1.0102, -0.0566, -1.1648], [0.7476, -0.1971, 1.9559], [-0.5769, -1.7260, 1.0629]],
  "forces_ev_per_a": [[-1.451, 0.369, -0.327], [-0.169, 0.920, 0.779], [-0.075, -0.039, -0.936], [0.984, 1.939, -0.242], [0.462, -0.349, -0.310], [-0.198, -0.394, 0.700], [0.227, 0.227, -0.246], [-0.763, -2.292, 0.021], [-0.003, -0.379, -0.092], [0.748, -0.221, 0.539], [0.240, 0.218, 0.114]]
}

Entry 8:
{
  "formula": "C4H3F2O5S",
  "method": "the ωB97M-V functional and the def2-TZVPD basis",
  "e_tot_ha": -1128.41211,
  "orbital_gap_ha": 0.3605,
  "homo_energy_ev": -6.166,
  "smiles": "O=C1OC[C@H](F)[C@@]1(F)S(=O)(=O)[O-]",
  "total_charge": -1,
  "species": ["C", "C", "C", "C", "O", "O", "O", "O", "O", "F", "F", "S", "H", "H", "H"],
  "positions_angstrom": [[-0.3074, -1.2674, -0.8697], [1.4849, 0.0920, -0.3485], [0.8388, -0.2009, 0.9858], [-0.5675, -0.5226, 0.4221], [-1.2367, 0.8666, -1.6580], [-0.9390, -2.0922, -1.4986], [-2.6344, 1.1197, 0.3368], [-0.3637, 2.1595, 0.2010], [0.9012, -0.8640, -1.2682], [1.4068, -1.1699, 1.7972], [-1.4290, -1.1399, 1.3394], [-1.3022, 1.1318, -0.2451], [1.0072, 1.0245, -0.5668], [2.5801, 0.1797, -0.2425], [0.5609, 0.6830, 1.6148]],
  "forces_ev_per_a": [[-0.710, -1.600, -0.466], [-0.311, -0.157, 1.264], [-2.486, 0.999, 0.721], [-0.594, -0.522, 0.771], [-0.112, 0.477, -0.748], [0.605, 1.030, 1.182], [0.788, 0.488, -0.143], [-0.853, 0.255, 0.278], [1.973, -0.180, -0.475], [0.013, -0.177, -0.516], [0.953, 0.529, -1.062], [-0.941, -0.810, 1.027], [0.808, 0.814, -0.567], [-0.473, -0.682, -0.884], [1.339, -0.464, -0.382]]
}

Entry 9:
{
  "formula": "C4H3FO",
  "method": "the ωB97M-V functional and the def2-TZVPD basis",
  "e_tot_ha": -329.15978,
  "orbital_gap_ha": 0.3419,
  "homo_energy_ev": -9.325,
  "smiles": "O=C=CF.C#C",
  "species": ["C", "C", "C", "C", "O", "F", "H", "H", "H"],
  "positions_angstrom": [[1.9421, -0.2440, 0.2545], [1.5234, -0.9963, 1.1017], [-1.4138, -0.2828, -0.2728], [-1.4560, 0.9346, -0.6560], [-1.3381, -1.4090, -0.0626], [-1.4785, 2.0652, 0.1049], [2.3637, 0.5643, -0.2540], [1.2214, -1.8597, 1.5267], [-1.3643, 1.2277, -1.7424]],
  "forces_ev_per_a": [[-0.472, -0.552, 1.691], [1.212, 2.000, -2.541], [0.223, -0.821, 0.405], [0.188, 3.827, -2.700], [-0.151, -1.369, 0.449], [-0.105, -0.683, 0.512], [0.265, 0.586, -0.682], [-0.944, -2.015, 1.548], [-0.216, -0.972, 1.318]]
}

Entry 10:
{
  "formula": "C4H3FO",
  "method": "the ωB97M-V functional and the def2-TZVPD basis",
  "e_tot_ha": -329.27336,
  "orbital_gap_ha": 0.3691,
  "homo_energy_ev": -8.987,
  "smiles": "Fc1ccco1",
  "species": ["C", "C", "C", "C", "H", "H", "H", "O", "F"],
  "positions_angstrom": [[1.1776, -0.1529, 0.0394], [0.3664, 0.9781, 0.0044], [-0.9871, 0.4074, 0.0140], [-0.8612, -0.9333, -0.0195], [0.6744, 1.9569, 0.2826], [-1.8950, 1.0519, -0.2680], [-1.5069, -1.8340, -0.0674], [0.4883, -1.2431, 0.0694], [2.5435, -0.2311, -0.0549]],
  "forces_ev_per_a": [[0.646, 3.320, -0.268], [0.212, -2.482, 0.843], [-0.575, 2.035, -1.489], [0.077, -0.782, 0.366], [0.097, 0.612, -0.469], [1.360, -1.402, 1.017], [0.531, 1.141, 0.048], [-0.151, -2.110, -0.509], [-2.196, -0.330, 0.461]]
}

Entry 11:
{
  "formula": "C4H3FO",
  "method": "the ωB97M-V functional and the def2-TZVPD basis",
  "e_tot_ha": -329.05161,
  "orbital_gap_ha": [0.3168, 0.2547],
  "homo_energy_ev": [-7.733, -9.756],
  "multiplicity": 3,
  "species": ["C", "C", "C", "C", "O", "F", "H", "H", "H"],
  "positions_angstrom": [[0.2314, 1.5157, -1.0225], [-0.2091, -0.8537, -0.4537], [0.0868, 1.6220, 0.2050], [-0.1372, -1.3698, 0.7493], [-0.1632, 1.6280, 1.3632], [-0.6231, -1.1891, -1.6644], [0.9761, 1.5926, -1.7428], [-0.1824, -2.4422, 0.9572], [0.0207, -0.5035, 1.6087]],
  "forces_ev_per_a": [[0.339, 0.175, -1.514], [-0.793, 0.306, 0.010], [-0.877, 1.004, 3.754], [0.469, 1.663, 1.496], [0.262, 0.226, -1.033], [0.408, -0.908, 0.435], [0.563, 0.209, -1.219], [-0.155, 0.306, 0.249], [-0.216, -2.981, -2.177]]
}

Entry 12:
{
  "formula": "C4H3FO2S",
  "method": "the ωB97M-V functional and the def2-TZVPD basis",
  "e_tot_ha": -802.68599,
  "orbital_gap_ha": 0.3363,
  "homo_energy_ev": -9.531,
  "species": ["C", "C", "C", "C", "H", "H", "H", "O", "O", "F", "S"],
  "positions_angstrom": [[0.3589, 0.0580, -0.9576], [-0.2822, -0.4906, 0.3421], [1.5685, 0.2525, -0.0857], [-1.5228, 0.1926, 0.7851], [-0.1255, 0.9815, -1.3769], [-0.4134, -1.5652, 0.3848], [-1.5940, 0.4433, 1.8825], [0.9096, -0.0619, 1.0618], [-2.4498, 0.4622, 0.0837], [0.4093, -0.9051, -1.9145], [3.1415, 0.6326, -0.2053]],
  "forces_ev_per_a": [[-1.474, -0.253, -0.195], [0.272, 0.879, -0.717], [1.805, 0.387, 0.425], [-0.632, 0.516, 1.947], [0.561, -0.802, 0.471], [0.134, -0.269, -0.167], [0.358, -0.183, -0.473], [-0.143, -0.083, 0.205], [-0.113, -0.056, -0.794], [0.486, 0.105, -0.528], [-1.255, -0.240, -0.173]]
}